[1]
# C16H26BrN2O

A 2-piece molecular cluster, C16H26BrN2O overall in a non-equilibrium geometry (ωB97M-V with the def2-TZVPD basis set, the Open Molecules 2025 dataset).

Each line ends with the Löwdin charge.
CARTESIAN COORDINATES (ANGSTROEM)
C -1.1402 0.2322 5.5324  0.015
C -1.5310 0.4478 4.1318  -0.101
C -0.5282 1.1969 3.2340  -0.247
C -0.6760 0.9168 1.7094  -0.681
Br -2.3376 1.8829 1.1108  0.708
C -0.9028 -0.5824 1.3435  -0.153
C 0.3998 -1.4421 1.1632  -0.452
C 0.1105 -2.5043 0.0350  -0.027
C 0.5960 -2.2899 2.4750  -0.041
N 1.6267 -0.6642 0.9095  -0.147
O 2.3531 -0.4934 1.9557  -0.048
C 1.3950 0.5883 0.1811  -0.463
C 2.8191 1.2521 -0.0136  -0.030
C 0.8071 0.4226 -1.2544  -0.034
C 0.5222 1.6225 0.9600  -0.142
H -0.6725 -0.7186 5.8346  0.060
H -1.2547 1.0247 6.2857  0.059
H -2.5263 0.1002 3.8240  0.092
H -0.7304 2.2850 3.3752  0.122
H 0.4907 1.0206 3.6279  0.123
H -1.4260 -0.5879 0.3644  0.080
H -1.5654 -1.1238 2.0396  0.113
H 1.0560 -2.9582 -0.3132  0.093
H -0.3542 -1.9969 -0.8346  0.060
H -0.6166 -3.2445 0.4101  0.086
H 0.6442 -1.6666 3.3814  0.072
H -0.3092 -2.9287 2.5503  0.082
H 1.4498 -2.9876 2.3872  0.093
H 2.8513 1.7551 -1.0028  0.078
H 3.6177 0.4859 -0.0459  0.088
H 3.0357 2.0060 0.7615  0.078
H 0.8851 1.4070 -1.7491  0.088
H -0.2591 0.1332 -1.2562  0.063
H 1.3784 -0.3183 -1.8424  0.097
H 0.1678 2.4259 0.2952  0.097
H 1.1645 2.0828 1.7379  0.109
N -0.4299 0.2932 -6.2836  0.000
C -1.1393 1.3750 -5.8369  -0.142
C -1.7577 1.0185 -4.6660  -0.113
C -1.4036 -0.3277 -4.3944  -0.121
C -0.5814 -0.7476 -5.4085  -0.142
H 0.1173 0.2674 -7.1233  0.142
H -1.1436 2.3001 -6.3888  0.104
H -2.3927 1.6542 -4.0704  0.090
H -1.7157 -0.9216 -3.5503  0.086
H -0.0943 -1.6927 -5.5825  0.104

Properties
Orbital gap (spin up / spin down) = 3.5 / 3.5 eV
2S+1 = 2
F_max = 0.054 Eh/bohr
⟨S²⟩ = 0.754
Total charge = 0

[2]
# C2H9NO

A 3-piece molecular cluster, C2H9NO overall in a non-equilibrium geometry (ωB97M-V with the def2-TZVPD basis set, the Open Molecules 2025 dataset).

Each line ends with the Löwdin charge.
CARTESIAN COORDINATES (ANGSTROEM)
N 0.1873 -1.6850 -8.3539  0.005
H -0.7978 -1.7582 -8.5447  -0.002
H 0.5672 -5.5292 -3.3902  0.002
H 0.2253 -1.4831 -7.3650  -0.006
H 0.6818 -0.9470 -8.8322  0.003
C 0.5610 0.7482 3.9116  -0.005
O -0.5055 1.5671 4.3663  0.273
C -0.4986 1.1033 2.9573  0.067
H 1.5594 1.1877 3.8795  0.167
H 0.5579 -0.2309 4.4097  0.179
H -0.5080 1.9724 2.3159  0.157
H -1.2279 0.3240 2.7303  0.162
H 0.9111 -5.4279 -2.7291  -0.002

Properties
Orbital gap (spin up / spin down) = 7.4 / 0.6 eV
2S+1 = 2
F_max = 0.020 Eh/bohr
⟨S²⟩ = 0.754
Total charge = +1

[3]
# C23H26N2OS2SnTe

C23H26N2OS2SnTe as an isolated structure (ωB97M-V with the def2-TZVPD basis set, the Open Molecules 2025 dataset).

Each line ends with the Löwdin charge.
CARTESIAN COORDINATES (ANGSTROEM)
Sn -0.2156 -0.9876 -0.9319  1.045
C 4.7155 -0.9530 -2.0602  -0.399
Te 2.9825 -0.1319 -1.1222  1.227
C 4.2863 1.2448 -0.1411  -0.396
C 5.6719 0.9012 -0.6353  -0.292
C 6.7604 1.6464 -0.1848  -0.033
C 8.0380 1.3530 -0.6237  -0.057
C 8.2410 0.3100 -1.5202  -0.055
C 7.1650 -0.4299 -1.9738  -0.029
C 5.8743 -0.1391 -1.5352  -0.291
H 4.6048 -0.8649 -3.1387  0.065
H 4.7890 -2.0045 -1.7922  0.062
H 4.1897 1.1203 0.9361  0.058
H 3.9867 2.2552 -0.4107  0.065
H 6.6015 2.4622 0.5097  0.122
H 8.8764 1.9384 -0.2722  0.115
H 9.2385 0.0783 -1.8675  0.115
H 7.3231 -1.2384 -2.6768  0.123
O -2.2395 -0.4888 -1.0876  -0.820
S -3.3900 0.1588 -0.2338  1.084
C -4.7069 -1.0019 -0.3520  -0.403
C -5.0981 -1.5230 -1.5819  -0.051
C -6.1430 -2.4258 -1.6083  -0.038
C -6.7897 -2.7813 -0.4259  -0.034
C -6.3937 -2.2470 0.7899  -0.047
C -5.3325 -1.3526 0.8364  -0.076
C -3.9612 1.4885 -1.2663  -0.389
C -4.9659 2.2851 -0.7316  -0.070
C -5.4474 3.3388 -1.4891  -0.043
C -4.9198 3.5872 -2.7507  -0.041
C -3.9111 2.7850 -3.2623  -0.046
C -3.4180 1.7214 -2.5181  -0.068
H -4.6002 -1.2199 -2.4940  0.122
H -6.4666 -2.8482 -2.5494  0.122
H -7.6132 -3.4817 -0.4597  0.122
H -6.9036 -2.5272 1.7009  0.120
H -5.0037 -0.9326 1.7789  0.112
H -5.3749 2.0861 0.2520  0.120
H -6.2323 3.9682 -1.0936  0.121
H -5.2988 4.4130 -3.3370  0.121
H -3.5057 2.9826 -4.2450  0.119
H -2.6388 1.0858 -2.9137  0.105
C 2.5580 -1.9857 3.1569  -0.024
N 1.7618 -1.1736 2.2299  -0.020
C 0.7245 -0.3900 2.4564  -0.729
S -0.0070 0.5300 1.1439  0.531
N 0.1651 -0.1719 3.6351  -0.011
C 0.5007 -0.7057 4.9614  -0.023
H 3.3667 -2.4193 2.5748  0.101
H 1.9731 -2.7956 3.5834  0.095
H 2.9962 -1.3776 3.9428  0.093
H 2.1185 -1.1303 1.2773  -0.010
H -0.6152 0.4659 3.6022  0.120
H 1.4840 -0.3787 5.2863  0.094
H 0.4331 -1.7896 4.9768  0.093
H -0.2337 -0.3092 5.6555  0.102

Properties
Orbital gap = 6.2 eV
F_max = 0.005 Eh/bohr
Total charge = +2

[4]
# C20H68N2O14

A 14-piece molecular cluster, C20H68N2O14 overall in a non-equilibrium geometry (ωB97M-V with the def2-TZVPD basis set, the Open Molecules 2025 dataset).

Each line ends with the Löwdin charge.
CARTESIAN COORDINATES (ANGSTROEM)
C -0.4279 21.1803 4.7179  -0.085
C -0.4884 20.0723 5.6617  -0.303
O -1.2833 18.9811 5.0805  -0.077
H 0.2223 20.9025 3.8736  0.077
H -0.0489 22.0902 5.1665  0.050
H -1.3788 21.4733 4.2664  0.096
H -1.0991 20.3961 6.4902  0.099
H 0.4031 19.6606 5.9801  0.061
H -0.9656 18.7305 4.2251  0.059
C 3.9109 16.2429 7.3938  -0.077
C 3.4152 15.0277 6.6201  -0.345
O 3.7800 13.8612 7.3037  -0.078
H 3.2562 16.2448 8.2835  0.058
H 3.6078 17.2024 6.9411  0.057
H 5.0140 16.1513 7.6749  0.107
H 3.8281 15.0625 5.6307  0.091
H 2.3510 14.9785 6.4941  0.101
H 3.4932 13.0248 6.8908  0.099
C 6.9226 23.5101 7.3890  -0.065
C 7.3835 22.0678 7.0422  -0.311
O 8.8088 22.0010 7.0360  -0.087
H 5.8584 23.3228 7.4658  0.026
H 7.1746 24.2579 6.6577  0.064
H 7.3850 23.7208 8.3797  0.091
H 7.0137 21.7722 6.0910  0.088
H 7.1640 21.4030 7.8292  0.088
H 9.0351 22.0827 6.1090  0.070
C 3.5550 18.0656 3.9887  -0.061
C 3.8476 19.3697 4.7964  -0.306
O 2.9371 20.3813 4.5171  -0.092
H 3.6710 18.1826 2.8865  0.076
H 2.6480 17.5038 4.3492  0.086
H 4.4075 17.4263 4.2666  0.058
H 4.8738 19.7019 4.5659  0.119
H 3.8153 19.1518 5.8394  0.064
H 2.7752 20.8799 5.3245  0.036
C 2.5562 24.5707 5.5767  -0.068
C 3.9532 24.3451 4.9433  -0.272
O 4.3448 23.0530 5.3445  -0.107
H 2.5988 24.5321 6.6581  0.043
H 1.8503 23.8330 5.2398  0.057
H 2.2422 25.6154 5.3780  0.100
H 4.6437 25.1146 5.2356  0.099
H 3.8629 24.3638 3.8204  0.123
H 5.0474 22.7042 4.7833  0.104
C 0.3886 18.9265 10.2859  -0.083
C 0.3040 17.8135 9.2898  -0.320
O -0.3784 18.1975 8.0913  -0.097
H 0.5697 19.9383 9.8953  0.047
H 1.1489 18.7182 11.0327  0.076
H -0.5832 19.0252 10.7889  0.085
H -0.0733 16.8961 9.7163  0.111
H 1.3279 17.5021 8.9905  0.088
H -0.7273 17.3991 7.5961  0.127
C 3.1029 20.9217 7.6159  -0.698
O 4.3898 21.0973 7.8420  -0.041
N 2.4814 19.8383 7.9800  0.223
N 2.3434 21.8039 7.0747  0.164
H 3.0126 19.1967 8.6294  0.114
H 1.5079 19.6665 7.8390  0.072
H 2.8292 22.5215 6.4497  0.104
H 1.3117 21.7300 7.1712  0.130
C 6.5285 18.3952 7.1606  -0.181
O 7.4444 17.9772 8.1440  -0.119
H 6.8938 19.2123 6.5763  0.063
H 5.5596 18.5528 7.6226  0.047
H 6.4115 17.5785 6.4506  0.071
H 8.3665 18.0228 7.8034  0.101
C -0.7930 22.4839 10.0446  -0.116
O -0.9576 21.8767 8.7320  -0.164
H 0.0301 23.1753 10.2663  0.070
H -0.6760 21.6857 10.8011  0.072
H -1.7711 23.0774 10.2674  0.112
H -1.4639 21.0483 8.8237  0.098
C 4.1220 17.6513 11.0064  -0.129
O 4.3909 18.2467 9.7589  -0.129
H 5.0056 17.0972 11.2964  0.088
H 3.3449 16.9545 10.8959  0.065
H 4.0047 18.3607 11.8195  0.070
H 5.2829 18.4989 9.8871  0.063
C 3.3193 21.2619 11.2175  -0.128
O 2.0510 21.8613 11.0335  -0.138
H 3.2024 20.3967 11.8251  0.061
H 3.9647 21.9837 11.6238  0.068
H 3.7333 21.0675 10.2749  0.039
H 2.1195 22.5750 10.3890  0.003
C 2.7643 21.7421 1.6697  -0.160
O 2.2465 22.4617 2.7582  -0.147
H 3.6552 22.2945 1.3244  0.082
H 2.1208 21.8500 0.8365  0.059
H 2.8942 20.6881 1.8517  0.067
H 2.4829 21.9845 3.5908  0.041
C 3.6883 24.2487 9.3265  -0.118
O 2.3433 23.8235 9.2330  -0.160
H 3.8243 24.9862 8.5771  0.064
H 4.3555 23.4203 9.1113  0.065
H 3.8954 24.7046 10.3049  0.102
H 2.2884 23.2999 8.3970  0.054
C -0.4184 25.1175 7.3342  -0.152
O -0.3180 23.7739 6.9216  -0.148
H 0.3922 25.3901 8.0858  0.093
H -1.3237 25.2038 7.8785  0.066
H -0.3421 25.7340 6.4699  0.069
H -0.5402 23.2774 7.7274  0.019

Properties
Orbital gap = 10.0 eV
F_max = 0.139 Eh/bohr
Total charge = 0

[5]
# C2H4N4

One molecule with the formula C2H4N4 in a non-equilibrium geometry (ωB97M-V with the def2-TZVPD basis set, the Open Molecules 2025 dataset).

Each line ends with the Löwdin charge.
CARTESIAN COORDINATES (ANGSTROEM)
N 1.4221 -0.5457 0.9777  0.130
C 0.3853 -0.1501 0.1628  -0.476
N 0.3906 -0.1230 -1.1545  0.105
C -0.8855 0.2571 -1.4520  -0.250
N -1.6625 0.4972 -0.4306  0.027
N -0.8156 0.2559 0.6096  0.029
H 1.5019 -0.0479 1.8540  0.093
H 2.2995 -0.5873 0.4757  0.096
H -1.2428 0.3699 -2.4627  0.097
H -1.3930 0.0739 1.4200  0.151

Properties
Orbital gap = 9.8 eV
F_max = 0.033 Eh/bohr
SMILES string = Nc1ncn[nH]1
Total charge = 0

Values of calculated total energy, in order: -92075.476 -5744.466 -64081.403 -53482.736 -8099.117, all in eV.